Record 1
Density functional theory data (ωB97M-V with the def2-TZVPD basis set) for a 7-piece molecular cluster, C33H67NO13S6 overall in a non-equilibrium geometry.

Computed properties:
Calculated total energy, Ha: -4719.21990
Largest force on an atom, hartree/bohr: 0.12373
E_HOMO, eV: -8.69
SMILES: CC1(C)CCCC(C)(C)N1O.O=S1(=O)CCCC1.O=S1(=O)CCCC1.O=S1(=O)CCCC1.O=S1(=O)CCCC1.O=S1(=O)CCCC1.O=S1(=O)CCCC1
LUMO energy, eV: -0.030
Relative energy (zero: lowest compared OMol25 entry of this formula, charge and spin), kcal per mole: 149.89

Each line ends with the Löwdin charge.
Element x y z (Å)
C  3.704  0.861  6.962  -0.016
C  3.300  0.264  5.522  -0.426
C  1.911  0.995  5.090  -0.024
C  4.387  0.904  4.550  -0.136
C  4.373  0.321  3.106  -0.172
C  4.545  -1.203  3.202  -0.126
C  3.506  -1.937  4.177  -0.457
C  2.188  -2.140  3.494  -0.052
C  4.039  -3.384  4.444  -0.041
N  3.406  -1.183  5.469  -0.133
O  2.452  -1.586  6.355  -0.006
H  2.892  1.483  7.338  0.069
H  3.980  0.159  7.749  0.069
H  4.576  1.499  6.818  0.062
H  1.816  0.899  4.008  0.047
H  0.996  0.603  5.533  0.070
H  1.881  2.028  5.436  0.071
H  4.604  1.943  4.798  0.110
H  5.288  0.370  4.854  0.105
H  3.374  0.374  2.674  0.084
H  5.072  0.857  2.465  0.108
H  5.565  -1.546  3.378  0.109
H  4.382  -1.676  2.233  0.109
H  2.055  -2.503  2.475  0.094
H  1.816  -1.122  3.371  0.061
H  1.508  -2.666  4.163  0.087
H  3.306  -4.154  4.688  0.070
H  4.627  -3.442  5.360  0.077
H  4.525  -3.842  3.583  0.081
H  3.003  -1.883  7.083  0.107
O  -3.939  -9.565  -0.065  -0.362
S  -3.393  -8.869  1.107  0.738
O  -4.185  -8.678  2.353  -0.354
C  -1.670  -9.605  1.570  -0.191
C  -0.646  -8.576  1.246  -0.243
C  -1.259  -7.199  1.013  -0.203
C  -2.686  -7.405  0.382  -0.239
H  -1.683  -10.608  1.142  0.096
H  -1.743  -9.840  2.632  0.092
H  0.055  -8.393  2.060  0.115
H  -0.048  -8.937  0.409  0.118
H  -0.528  -6.593  0.477  0.115
H  -1.609  -6.628  1.873  0.109
H  -2.398  -7.697  -0.628  0.101
H  -3.445  -6.623  0.418  0.108
O  2.036  7.132  2.051  -0.360
S  3.153  8.120  1.878  0.651
O  3.009  9.287  2.643  -0.299
C  4.709  7.342  2.163  -0.259
C  5.178  6.477  0.903  -0.166
C  4.845  7.482  -0.279  -0.161
C  3.466  8.280  0.060  -0.184
H  4.526  6.781  3.079  0.100
H  5.502  8.056  2.387  0.107
H  6.220  6.274  1.151  0.099
H  4.761  5.474  0.810  0.103
H  4.648  6.928  -1.196  0.093
H  5.714  8.102  -0.501  0.103
H  2.518  8.124  -0.455  0.091
H  3.572  9.356  -0.074  0.082
O  4.538  -1.002  -6.763  -0.350
S  5.624  -0.655  -7.670  0.688
O  6.909  -1.249  -7.442  -0.308
C  5.010  -0.706  -9.374  -0.227
C  5.842  0.387  -10.023  -0.266
C  5.790  1.688  -9.243  -0.219
C  5.799  1.259  -7.780  -0.179
H  3.946  -0.470  -9.357  0.109
H  5.198  -1.749  -9.630  0.107
H  6.827  -0.080  -10.041  0.113
H  5.637  0.585  -11.075  0.118
H  4.844  2.145  -9.532  0.112
H  6.583  2.302  -9.671  0.118
H  4.937  1.725  -7.302  0.093
H  6.725  1.473  -7.246  0.093
O  -7.580  0.183  4.051  -0.318
S  -7.519  1.125  5.093  0.706
O  -8.497  2.225  5.384  -0.374
C  -7.274  0.061  6.656  -0.185
C  -5.735  -0.178  6.604  -0.251
C  -5.030  1.204  6.401  -0.178
C  -5.774  1.800  5.115  -0.183
H  -7.960  -0.782  6.572  0.091
H  -7.474  0.505  7.630  0.096
H  -5.512  -0.470  7.630  0.100
H  -5.143  -0.845  5.977  0.113
H  -3.988  0.892  6.320  0.106
H  -5.268  1.781  7.294  0.107
H  -5.487  1.510  4.105  0.087
H  -5.929  2.877  5.173  0.083
O  -9.580  2.085  -7.348  -0.340
S  -9.519  0.643  -7.518  0.708
O  -10.403  0.147  -8.582  -0.340
C  -7.831  0.062  -7.873  -0.249
C  -7.249  -0.488  -6.605  -0.243
C  -8.417  -1.320  -6.112  -0.241
C  -9.547  -0.283  -5.906  -0.184
H  -7.191  0.774  -8.394  0.112
H  -7.991  -0.825  -8.487  0.099
H  -6.310  -1.010  -6.787  0.123
H  -7.034  0.286  -5.868  0.119
H  -8.138  -1.991  -5.300  0.117
H  -8.628  -2.076  -6.869  0.112
H  -9.237  0.342  -5.068  0.105
H  -10.547  -0.684  -5.743  0.101
O  -2.248  0.656  -2.573  -0.348
S  -1.050  0.233  -1.868  0.703
O  -0.969  -1.059  -1.218  -0.344
C  0.465  0.732  -2.995  -0.170
C  1.194  1.759  -2.140  -0.209
C  0.149  2.476  -1.228  -0.226
C  -0.703  1.440  -0.584  -0.253
H  0.036  0.930  -3.977  0.093
H  0.963  -0.227  -3.135  0.087
H  1.957  1.270  -1.534  0.113
H  1.755  2.400  -2.821  0.110
H  -0.425  3.213  -1.789  0.118
H  0.617  3.185  -0.545  0.113
H  -1.682  1.674  -0.164  0.112
H  -0.235  0.824  0.183  0.100

Atoms 1-6, force components in eV/Å:
C -0.3 -0.5 -0.9
C 0.4 3.4 -0.9
C 0.7 -1.4 0.5
C 0.6 -2.7 0.3
C -1.5 0.1 0.8
C -0.2 -0.7 0.3

Record 2
Density functional theory data (ωB97M-V with the def2-TZVPD basis set) for a 9-piece molecular cluster, C33H68BBr4F4N3O13 overall in a non-equilibrium geometry.

Computed properties:
Calculated total energy, Ha: -13161.09069
Largest force on an atom, hartree/bohr: 0.04583
E_HOMO, eV: -8.57
LUMO energy, eV: -0.399

Each line ends with the Löwdin charge.
Element x y z (Å)
C  -27.702  -26.972  19.682  -0.063
C  -28.759  -26.015  20.230  -0.221
C  -28.725  -25.979  21.741  -0.115
N  -29.795  -25.090  22.382  -0.258
C  -29.530  -23.682  21.962  0.031
C  -29.810  -25.275  23.870  -0.093
C  -31.294  -25.437  24.298  -0.125
C  -32.074  -25.073  23.049  -0.157
C  -31.198  -25.495  21.867  -0.072
H  -27.869  -27.127  18.616  0.059
H  -27.829  -27.990  20.072  0.066
H  -26.667  -26.696  19.872  0.090
H  -29.741  -26.282  19.838  0.082
H  -28.547  -25.009  19.856  0.098
H  -27.775  -25.627  22.137  0.144
H  -28.968  -26.979  22.110  0.132
H  -29.790  -23.481  20.926  0.100
H  -28.473  -23.487  22.129  0.122
H  -30.154  -23.042  22.587  0.114
H  -29.259  -24.467  24.349  0.134
H  -29.245  -26.168  24.130  0.125
H  -31.562  -24.818  25.150  0.118
H  -31.413  -26.481  24.581  0.117
H  -32.432  -24.047  23.012  0.119
H  -32.951  -25.724  22.980  0.123
H  -31.421  -24.864  21.015  0.113
H  -31.222  -26.572  21.748  0.124
B  -29.098  -23.788  17.430  -1.266
F  -29.006  -25.200  17.435  0.089
F  -30.163  -23.336  18.237  0.092
F  -27.879  -23.368  18.006  0.100
F  -29.296  -23.264  16.142  0.115
C  -29.445  -30.566  19.433  -0.131
O  -30.773  -30.254  19.099  -0.175
C  -31.040  -28.881  19.321  -0.229
C  -32.456  -28.561  18.935  -0.221
N  -32.913  -27.275  19.419  -0.044
C  -32.501  -26.173  18.556  -0.210
C  -33.301  -24.898  18.733  -0.234
O  -34.607  -25.054  18.250  -0.174
C  -35.437  -23.929  18.370  -0.109
H  -29.230  -30.498  20.506  0.088
H  -28.697  -30.019  18.853  0.051
H  -29.290  -31.624  19.216  0.092
H  -30.269  -28.342  18.757  0.099
H  -30.962  -28.629  20.390  0.118
H  -33.149  -29.340  19.283  0.129
H  -32.675  -28.775  17.877  0.100
H  -33.899  -27.158  19.602  0.111
H  -32.628  -26.365  17.482  0.088
H  -31.413  -26.093  18.640  0.097
H  -32.759  -24.139  18.150  0.110
H  -33.316  -24.492  19.757  0.116
H  -35.027  -22.989  17.977  0.065
H  -35.677  -23.679  19.408  0.088
H  -36.298  -24.158  17.748  0.092
C  -31.123  -24.178  13.081  -0.112
O  -31.269  -24.371  11.694  -0.211
C  -32.544  -23.859  11.228  -0.201
C  -32.499  -23.939  9.731  -0.212
N  -31.424  -23.092  9.216  -0.080
C  -31.373  -23.051  7.756  -0.207
C  -30.077  -22.436  7.253  -0.240
O  -30.222  -22.238  5.869  -0.189
C  -29.105  -21.628  5.280  -0.124
H  -31.729  -24.958  13.561  0.077
H  -31.410  -23.180  13.429  0.069
H  -30.081  -24.297  13.382  0.081
H  -32.565  -22.820  11.567  0.120
H  -33.285  -24.504  11.707  0.124
H  -33.447  -23.633  9.292  0.125
H  -32.181  -24.965  9.494  0.124
H  -30.535  -23.422  9.571  0.104
H  -32.228  -22.481  7.391  0.123
H  -31.437  -24.093  7.410  0.120
H  -29.218  -23.075  7.492  0.126
H  -29.875  -21.468  7.730  0.125
H  -29.279  -21.378  4.239  0.086
H  -28.162  -22.155  5.466  0.087
H  -28.933  -20.668  5.801  0.085
Br  -31.066  -27.833  15.356  0.696
C  -29.227  -28.325  15.860  -0.634
C  -29.200  -29.831  15.677  -0.723
Br  -27.466  -30.627  16.091  0.636
H  -29.065  -28.001  16.884  0.021
H  -28.443  -27.861  15.266  0.061
H  -29.407  -30.096  14.644  0.045
H  -29.939  -30.349  16.284  0.039
Br  -32.776  -20.532  17.585  0.670
C  -32.037  -21.617  16.127  -0.631
C  -30.872  -20.894  15.473  -0.689
Br  -31.412  -19.179  14.712  0.614
H  -32.927  -21.690  15.506  0.043
H  -31.816  -22.628  16.456  0.044
H  -30.389  -21.453  14.679  0.044
H  -30.091  -20.631  16.176  0.025
C  -30.252  -19.828  19.830  -0.141
C  -29.935  -18.833  18.698  -0.137
O  -28.749  -18.203  19.172  0.054
C  -28.181  -18.928  20.170  -0.600
O  -27.126  -18.665  20.655  0.173
O  -28.982  -19.950  20.455  0.059
H  -30.561  -20.778  19.404  0.074
H  -31.044  -19.445  20.472  0.128
H  -30.706  -18.064  18.654  0.125
H  -29.829  -19.244  17.699  0.091
C  -25.360  -19.683  17.646  -0.105
C  -26.096  -20.872  18.260  -0.119
O  -25.263  -21.269  19.333  0.071
C  -24.099  -20.581  19.297  -0.584
O  -23.207  -20.753  20.059  0.163
O  -24.134  -19.628  18.364  0.083
H  -25.911  -18.744  17.681  0.127
H  -25.192  -19.868  16.583  0.126
H  -26.215  -21.697  17.561  0.116
H  -27.061  -20.555  18.646  0.107
C  -26.069  -25.130  15.834  -0.107
C  -26.480  -24.917  14.375  -0.115
O  -25.692  -25.876  13.685  0.054
C  -25.129  -26.758  14.555  -0.566
O  -24.508  -27.708  14.218  0.163
O  -25.446  -26.410  15.825  0.057
H  -26.974  -25.164  16.433  0.101
H  -25.375  -24.357  16.158  0.134
H  -26.319  -23.869  14.121  0.130
H  -27.518  -25.157  14.135  0.122

Atoms 1-6, force components in eV/Å:
C -0.5 -0.9 -0.1
C 0.7 0.8 -0.2
C -0.9 -0.4 0.2
N 0.1 -0.7 -1.7
C -0.2 0.4 0.7
C 0.1 0.0 0.6